Below is a single CH2N4S molecule, with properties calculated with ωB97M-V with the def2-TZVPD basis set.

Geometry (Å):
S  1.189098  -0.388102  1.498919
C  0.248979  0.102981  0.192782
N  0.108927  1.206211  -0.477189
N  -0.794637  0.995620  -1.530373
N  -1.270179  -0.169719  -1.351698
N  -0.669167  -0.745485  -0.286219
H  1.552523  0.882736  2.040369
H  -0.365544  -1.884243  -0.086592

Atoms 1-2, force components in eV/Å:
1.730 1.239 2.177
-1.860 1.647 -1.515

Computed properties:
- spin multiplicity = 1
- ΔE to the lowest compared entry with this formula, charge and spin (kcal/mol) = 35.0
- total charge = 0
- SMILES = Sc1nnn[nH]1

Below is a molecular structure, CH2N5O3S, with properties calculated with ωB97M-V with the def2-TZVPD basis set.

Geometry (Å):
C  -1.084920  0.260366  0.475877
N  -2.301443  0.564157  0.099516
N  -0.849827  -1.071740  0.287269
N  -2.858277  -0.610549  -0.183951
N  -1.993761  -1.572850  -0.086521
N  1.769520  -0.519339  0.305772
O  -0.051380  1.102496  0.853428
O  2.132863  1.890903  0.004715
O  0.434123  0.656488  -1.385042
S  1.141804  0.904603  -0.188427
H  0.967735  -1.143164  -0.019926
H  2.693558  -0.461371  -0.162710

Atoms 1-2, force components in eV/Å:
-0.460 -2.533 -0.631
0.184 1.012 0.978

Computed properties:
- spin multiplicity = 1
- total charge = -1
- energy (Ha) = -937.0094

Below is 2 unconnected molecules or ions with the total composition CH2NO2, with properties calculated with ωB97M-V with the def2-TZVPD basis set.

Geometry (Å):
C  2.490816  -0.226645  -0.660665
N  -1.225561  0.269026  -0.160387
O  -0.019026  0.908042  -0.271338
O  2.948486  0.165853  0.350261
H  -1.253558  -0.238572  0.719469
H  0.534454  0.293471  -0.737282

Atoms 1-2, force components in eV/Å:
1.809 1.567 4.125
-3.495 -1.159 -0.723

Computed properties:
- spin multiplicity = 1
- ΔE to the lowest compared entry with this formula, charge and spin (kcal/mol) = 129.4
- total charge = -1

Below is 2 unconnected molecules or ions with the total composition CH2NO2, with properties calculated with ωB97M-V with the def2-TZVPD basis set.

Geometry (Å):
C  1.313982  -0.256213  0.334553
N  -1.471039  0.262572  0.188438
O  1.799404  0.787013  0.126980
O  1.356198  -1.419849  0.267695
H  -1.826514  -0.435154  -0.610784
H  -1.172031  1.061631  -0.306881

Atoms 1-2, force components in eV/Å:
0.487 -0.340 -1.876
-0.597 -3.195 -0.707

Computed properties:
- spin multiplicity = 1
- ΔE to the lowest compared entry with this formula, charge and spin (kcal/mol) = 57.9
- total charge = -1

Below is a gas-phase ion, CH2NO2S (charge -1), with properties calculated with ωB97M-V with the def2-TZVPD basis set.

Geometry (Å):
C  1.446022  -0.046292  0.018165
N  0.312361  -0.321283  0.395283
O  -1.928894  1.282629  0.334949
O  -2.332112  -1.118064  -0.058666
S  -1.563780  0.073904  -0.426268
H  2.307103  -0.437009  0.597147
H  1.759301  0.566118  -0.860612

Atoms 1-2, force components in eV/Å:
1.314 0.444 -0.674
-2.597 -0.814 0.938

Computed properties:
- spin multiplicity = 1
- ΔE to the lowest compared entry with this formula, charge and spin (kcal/mol) = 34.4
- total charge = -1

Below is a gas-phase ion, CH2NO2S3 (charge -1), with properties calculated with ωB97M-V with the def2-TZVPD basis set.

Geometry (Å):
O  -0.426039  -2.473111  0.099327
S  -0.958291  -1.196281  -0.333535
O  -1.975057  -1.308985  -1.319026
N  0.217107  -0.149402  -0.825250
C  0.582298  0.870427  0.085308
S  0.011773  1.103689  1.596051
S  1.919451  1.852995  -0.548721
H  -1.772967  -0.826639  0.698282
H  2.401725  2.127307  0.547563

Atoms 1-2, force components in eV/Å:
0.861 0.446 0.080
-0.105 -0.877 1.079

Computed properties:
- spin multiplicity = 1
- ΔE to the lowest compared entry with this formula, charge and spin (kcal/mol) = 26.8
- total charge = -1
- SMILES = O=[S@H]([O-])=NC(=S)S

Below is a gas-phase ion, CH2NO3PS (charge -2), with properties calculated with ωB97M-V with the def2-TZVPD basis set.

Geometry (Å):
H  2.321333  -1.068453  -0.099081
N  1.746568  -0.255021  0.030928
C  0.053246  -0.879512  0.042825
S  -0.204421  -2.481398  -0.131463
P  -1.104720  0.532275  0.033211
O  -1.952516  0.749381  1.247102
O  -1.979520  0.388622  -1.161145
O  0.110033  1.728613  0.076120
H  1.010001  1.285494  -0.038501

Atoms 1-2, force components in eV/Å:
-0.084 -0.953 -0.126
-5.539 -0.752 0.263

Computed properties:
- spin multiplicity = 1
- ΔE to the lowest compared entry with this formula, charge and spin (kcal/mol) = 99.6
- total charge = -2
- SMILES = [H]/N=C(\[S-])[P@](=O)([O-])O

Below is a molecular structure, CH2NO3PS, with properties calculated with ωB97M-V with the def2-TZVPD basis set.

Geometry (Å):
C  1.461853  0.650010  0.648978
N  0.983589  -0.252497  1.237386
O  1.280646  -1.078105  -1.582339
O  -0.646840  0.467792  -1.097750
O  0.741659  0.983729  -3.130642
P  0.664675  0.200758  -1.919204
S  1.779135  1.962731  -0.162949
H  1.166269  -1.310840  1.471247
H  -0.962212  1.171409  -1.508069

Atoms 1-2, force components in eV/Å:
-0.538 -0.469 0.966
0.877 -3.211 1.159

Computed properties:
- spin multiplicity = 1
- ΔE to the lowest compared entry with this formula, charge and spin (kcal/mol) = 27.9
- total charge = 0

Below is a gas-phase ion, CH2NO3S (charge -1), with properties calculated with ωB97M-V with the def2-TZVPD basis set.

Geometry (Å):
C  -2.607603  0.768312  -0.075675
N  0.032345  -0.231355  0.469498
O  -3.697064  0.515325  0.257169
O  -1.853799  1.567887  -0.460739
O  -1.088588  -2.199696  -0.692466
S  -1.493382  -1.140598  0.373749
H  0.610147  -0.665664  -0.221156
H  -0.275370  0.663661  0.322215

Atoms 1-2, force components in eV/Å:
0.492 -2.609 0.209
-0.739 -3.046 2.174

Computed properties:
- spin multiplicity = 1
- ΔE to the lowest compared entry with this formula, charge and spin (kcal/mol) = 23.5
- total charge = -1

Below is a gas-phase ion, CH2NO3S (charge -1), with properties calculated with ωB97M-V with the def2-TZVPD basis set.

Geometry (Å):
C  -1.770690  -0.462847  -0.141662
N  1.382805  -0.775628  1.355527
O  -0.629882  -0.272617  -0.593783
O  -2.328886  -1.288303  0.570031
O  1.759055  -0.652879  -1.029406
S  0.925676  -1.289276  0.011315
H  -2.460612  0.471482  -0.241910
H  1.667863  0.189294  1.230699

Atoms 1-2, force components in eV/Å:
-4.039 2.301 2.075
-1.011 0.071 1.398

Computed properties:
- spin multiplicity = 1
- ΔE to the lowest compared entry with this formula, charge and spin (kcal/mol) = 27.3
- total charge = -1

Below is 2 unconnected molecules or ions with the total composition CH2NO3S, with properties calculated with ωB97M-V with the def2-TZVPD basis set.

Geometry (Å):
C  0.242537  -0.285902  -0.700389
N  -1.075182  0.655737  0.469813
O  -0.857459  0.679904  1.688563
O  -1.694051  1.529483  -0.198836
O  1.632843  -1.835202  1.018492
S  1.644008  -0.485551  0.303438
H  -0.294510  -0.933319  -1.334468
H  0.401814  0.674851  -1.246613

Atoms 1-2, force components in eV/Å:
2.622 2.762 1.249
0.262 0.377 -0.531

Computed properties:
- spin multiplicity = 1
- ΔE to the lowest compared entry with this formula, charge and spin (kcal/mol) = 113.4
- total charge = -1

Below is 2 unconnected molecules or ions with the total composition CH2NO3S2, with properties calculated with ωB97M-V with the def2-TZVPD basis set.

Geometry (Å):
C  -0.772329  0.547228  -0.089670
N  -0.313927  -0.645398  -0.500513
O  -1.816834  0.772331  0.525359
O  0.147409  1.482606  -0.241643
O  2.594252  0.588565  -0.218382
S  -1.229018  -1.995038  -0.102208
S  2.436064  -0.762266  0.430557
H  1.025367  0.972351  -0.232914
H  -2.070983  -0.960382  0.429413

Atoms 1-2, force components in eV/Å:
0.414 -0.703 1.354
1.527 -1.004 -1.137

Computed properties:
- spin multiplicity = 1
- ΔE to the lowest compared entry with this formula, charge and spin (kcal/mol) = 69.2
- total charge = -1

Below is a gas-phase ion, CH2NO4S (charge -1), with properties calculated with ωB97M-V with the def2-TZVPD basis set.

Geometry (Å):
N  0.423891  0.382197  1.214551
C  -0.675357  0.006967  0.590747
O  -1.836078  0.230195  0.845813
S  -0.069602  -0.342576  -1.191257
O  -0.976473  -1.278804  -1.806999
O  1.389942  -0.889280  -1.003743
O  -0.037322  1.011095  -1.602060
H  0.577706  1.088550  1.940366
H  1.203293  -0.208343  1.012582

Atoms 1-2, force components in eV/Å:
1.671 0.560 2.446
-1.078 0.496 -2.180

Computed properties:
- spin multiplicity = 1
- ΔE to the lowest compared entry with this formula, charge and spin (kcal/mol) = 9.6
- total charge = -1
- SMILES = NC(=O)S(=O)(=O)[O-]

Below is 2 unconnected molecules or ions with the total composition CH2NO5PS, with properties calculated with ωB97M-V with the def2-TZVPD basis set.

Geometry (Å):
C  3.366133  1.032740  -0.276465
N  2.162758  0.622592  -0.667646
O  -4.486103  0.724614  -0.970514
O  -4.248929  0.249319  1.485144
O  -4.299951  -1.781591  -0.132210
O  1.824305  -1.920984  -0.616281
O  4.144272  1.887539  -0.808670
P  -4.423367  -0.303814  0.117171
S  1.150890  -0.660477  -0.255519
H  1.237596  -0.804408  1.306590
H  3.572394  0.954474  0.818397

Atoms 1-2, force components in eV/Å:
-0.018 2.505 1.272
-0.947 -1.068 -0.910

Computed properties:
- spin multiplicity = 1
- ΔE to the lowest compared entry with this formula, charge and spin (kcal/mol) = 2.5
- total charge = -2

Below is a single CH2NOP molecule, with properties calculated with ωB97M-V with the def2-TZVPD basis set.

Geometry (Å):
N  0.579643  -2.655985  0.571615
C  0.354682  -1.569945  0.313050
O  0.347785  0.041132  0.338340
P  -0.835504  1.028433  -0.108384
H  0.053199  2.184476  0.267789
H  -0.499805  0.971889  -1.382410

Atoms 1-2, force components in eV/Å:
0.119 -1.387 -0.071
-0.650 7.926 0.309

Computed properties:
- spin multiplicity = 1
- ΔE to the lowest compared entry with this formula, charge and spin (kcal/mol) = 73.7
- total charge = 0
- SMILES = N#COP

Below is a single CH2O2S molecule, with properties calculated with ωB97M-V with the def2-TZVPD basis set.

Geometry (Å):
S  1.116112  -0.014501  0.217835
C  -0.563213  0.062300  -0.436894
O  -1.428508  -0.695835  0.293970
O  -1.569031  0.707737  0.214180
H  0.878764  -0.470122  1.368467
H  -0.761436  -0.127777  -1.577449

Atoms 1-2, force components in eV/Å:
0.852 1.515 -3.319
0.316 -1.642 -1.851

Computed properties:
- spin multiplicity = 1
- ΔE to the lowest compared entry with this formula, charge and spin (kcal/mol) = 106.8
- total charge = 0
- SMILES = SC1OO1

Below is a single CH2O2S molecule, with properties calculated with ωB97M-V with the def2-TZVPD basis set.

Geometry (Å):
C  -0.011451  -0.368672  0.195284
O  0.325845  -0.469877  1.559891
O  1.433859  -0.049972  2.032260
S  0.066759  -2.195653  -0.181799
H  -0.968336  -0.090788  0.136668
H  0.713749  0.174382  -0.255948

Atoms 1-2, force components in eV/Å:
2.389 -3.627 0.448
-0.783 -1.106 1.603

Computed properties:
- spin multiplicity = 1
- ΔE to the lowest compared entry with this formula, charge and spin (kcal/mol) = 175.3
- total charge = 0

Below is a molecular structure, CH2O2S2, with properties calculated with ωB97M-V with the def2-TZVPD basis set.

Geometry (Å):
C  2.637692  -1.686085  -0.159456
O  -2.905362  1.230509  1.081825
O  -2.622156  -0.058582  -0.970656
S  1.404985  -2.514237  0.187680
S  -2.191987  1.035303  -0.148333
H  1.987993  0.818750  -0.312475
H  1.688834  1.174345  0.321412

Atoms 1-2, force components in eV/Å:
-0.082 -0.181 0.012
0.386 0.188 -0.267

Computed properties:
- spin multiplicity = 1
- ΔE to the lowest compared entry with this formula, charge and spin (kcal/mol) = 65.1
- total charge = 0

Below is 2 unconnected molecules or ions with the total composition CH2O2S3, with properties calculated with ωB97M-V with the def2-TZVPD basis set.

Geometry (Å):
O  -1.563382  -1.244394  -1.176334
S  -1.433300  -1.378495  0.285680
O  -0.146515  -1.031038  0.756319
C  -1.942692  0.732166  0.435282
S  -1.263809  2.068229  0.115284
S  2.240400  0.837973  -0.209641
H  1.735554  0.172402  0.719236
H  2.373743  -0.156843  -0.925823

Atoms 1-2, force components in eV/Å:
-0.162 -0.714 1.762
-1.406 -0.636 -3.305

Computed properties:
- spin multiplicity = 1
- ΔE to the lowest compared entry with this formula, charge and spin (kcal/mol) = 62.9
- total charge = 0
- SMILES = O=S(=O)=C=S.S

Below is a molecular structure, CH2O2S3, with properties calculated with ωB97M-V with the def2-TZVPD basis set.

Geometry (Å):
C  -0.280645  0.426896  0.871632
O  0.324956  0.913870  -2.027362
O  0.494825  -2.199335  1.105797
S  -1.498865  1.120688  1.621028
S  1.046681  1.573109  -0.759090
S  0.751464  -0.725105  0.354436
H  -0.376599  1.399708  -2.256023
H  -0.461817  -2.509832  1.089582

Atoms 1-2, force components in eV/Å:
0.455 1.337 -0.720
3.679 -3.187 -0.171

Computed properties:
- spin multiplicity = 1
- ΔE to the lowest compared entry with this formula, charge and spin (kcal/mol) = 57.3
- total charge = 0

The records above give, respectively, largest force on an atom values of 4.98, 2.65, 4.77, 3.33, 2.88, 4.38, 6.54, 6.88, 3.81, 5.09, 4.01, 2.15, 5.77, 3.36, 8.58, 3.75, 4.37, 1.46, 4.78, 5.46 eV/A.